C20H17F5IrNO5STe | wB97M-V/def2-TZVPD

The geometry in XYZ format:
```
51
Properties=species:S:1:pos:R:3:forces:R:3
Ir -1.356 0.663 -1.168 -0.0591 1.5549 -1.5681
O -0.242 0.313 -3.338 -0.0801 -0.2109 0.0042
C -0.232 1.466 -4.191 -0.0342 0.6884 -0.2812
C 0.300 2.654 -3.389 0.1077 -0.6606 -0.4270
N -0.493 2.905 -2.187 0.3537 -1.9635 1.4482
C -1.691 3.640 -2.390 -2.4795 -0.2936 -0.7615
C -2.940 2.673 -2.885 2.9476 3.7361 -0.5480
O -3.570 3.110 -3.804 -0.9375 -0.4554 -0.3958
O -3.043 1.640 -2.203 0.0897 -4.2367 2.1635
C 0.333 3.251 -1.026 0.4955 0.5036 0.0736
C 1.084 1.953 -0.676 0.2986 1.1900 -0.8312
O 2.153 1.685 -1.219 0.0490 -0.6127 -0.0559
O 0.458 1.128 0.059 -0.9599 -1.8144 0.4931
H -0.633 -0.420 -3.833 -0.0737 0.0269 0.0751
H 0.442 1.281 -5.035 -0.1494 0.0637 0.1008
H -1.241 1.665 -4.569 0.0989 -0.0593 0.0361
H 1.324 2.420 -3.084 -0.1908 0.1820 -0.1816
H 0.315 3.534 -4.042 -0.0259 -0.0239 0.1415
H -2.057 4.068 -1.459 0.2068 0.1398 0.0329
H -1.625 4.396 -3.175 0.3053 0.1128 0.1972
H 1.041 4.053 -1.265 -0.0213 -0.0778 0.1238
H -0.300 3.539 -0.186 0.0248 -0.0100 -0.1720
F -3.508 -0.773 5.241 0.0130 -0.0645 -0.0627
C -3.249 -0.916 3.951 0.1160 -0.0175 -0.5251
C -2.918 0.200 3.181 0.0253 -0.2040 -0.1089
F -2.849 1.402 3.739 -0.0446 -0.0160 0.0522
C -2.638 0.052 1.831 -0.0649 -0.6550 0.0335
F -2.294 1.150 1.117 -0.2095 0.1001 0.3398
C -2.675 -1.194 1.193 -0.0978 0.0977 0.8052
S -2.354 -1.433 -0.501 0.8080 1.4365 -0.8381
C -3.000 -2.304 1.994 0.1567 0.6800 0.0755
F -2.998 -3.514 1.443 -0.0660 -0.1210 -0.0090
C -3.282 -2.177 3.349 0.0856 0.3515 -0.1336
F -3.557 -3.253 4.073 -0.0267 0.0423 0.0030
C 3.467 -0.998 -0.148 0.0671 0.3938 0.0876
Te 1.596 -0.968 -1.217 -0.4266 0.3735 1.3681
C 0.854 -1.955 0.546 -0.1697 -0.1904 0.0123
C 2.031 -2.376 1.368 0.5343 0.1804 -0.1977
C 1.864 -3.197 2.475 0.0099 -0.0188 -0.0556
C 2.961 -3.570 3.231 -0.0064 0.0557 -0.0516
C 4.229 -3.126 2.885 -0.0378 0.0566 -0.0412
C 4.398 -2.300 1.788 -0.0155 0.0383 -0.0494
C 3.301 -1.915 1.027 -0.4040 -0.3319 0.1802
H 3.690 0.025 0.171 -0.1189 -0.0247 -0.2013
H 4.267 -1.325 -0.813 -0.1711 0.0556 -0.2275
H 0.220 -2.795 0.265 0.0242 0.1329 -0.1290
H 0.246 -1.223 1.082 -0.0772 0.0616 -0.2590
H 0.876 -3.549 2.729 -0.1001 -0.0748 0.0766
H 2.826 -4.212 4.086 -0.0091 -0.0971 0.1181
H 5.086 -3.424 3.468 0.0711 -0.0247 0.0502
H 5.380 -1.947 1.511 0.1684 0.0047 0.0202
```
Forces are in eV/Å.

## Properties
net charge: +1
<S²>: 0.819
orbital gap (spin up / spin down): 3.429 / 3.968 eV
E_LUMO (spin up / spin down): -7.3909 / -7.0816 eV
calculated total energy: -67285.8774 eV
E_HOMO (spin up / spin down): -0.3976 / -0.4061 hartree
energy above the lowest of the compared OMol25 structures with the same formula, charge and spin: 15.4 kcal/mol
spin multiplicity: 2

---

C2H4N2O4 | wB97M-V/def2-TZVPD

The geometry in XYZ format:
```
12
Properties=species:S:1:pos:R:3:forces:R:3
C -0.691 -0.063 0.418 -1.3167 -4.4368 -2.5415
C 0.666 0.634 0.315 2.9990 0.6623 3.4059
H -2.723 -1.100 -1.047 -0.3184 3.8320 3.9844
H -1.964 1.594 0.064 0.2431 1.5709 -0.4501
H 1.334 -1.520 -0.544 0.6342 2.0793 2.9235
H 3.273 0.435 -0.625 -0.7969 -2.7968 1.0913
N -1.867 0.658 0.329 0.2342 -5.4599 -0.3189
N 1.629 -0.356 1.105 0.1334 0.3411 -6.6544
O -3.014 -0.139 -0.034 1.9606 -1.6772 -2.5629
O -0.655 -1.403 0.272 -0.7861 6.1633 0.4062
O 0.928 1.807 0.044 -1.1319 -3.1548 -0.1803
O 3.083 -0.546 -0.298 -1.8545 2.8765 0.8969
```
Forces are in eV/Å.

## Properties
orbital gap: 7.528 eV
E_LUMO: -2.1492 eV
calculated total energy: -13295.2412 eV
E_HOMO: -0.3556 hartree
energy above the lowest of the compared OMol25 structures with the same formula, charge and spin: 302.5 kcal/mol
spin multiplicity: 1